Here is an isolated ion of composition C7H9N2S and charge +1 in a non-equilibrium geometry from the OMol25 dataset. Energies are from wB97M-V/def2-TZVPD.

Output
- Total charge: +1
- LUMO: -5.1 eV
- Largest force on an atom: 3.9 eV Å⁻¹
- Energy relative to the best compared isomer or geometry (same formula, charge and spin): 339.3 kJ/mol
- DFT total energy: -21209.9821 eV
- HOMO-LUMO gap: 7.25 eV

XYZ file:
```
19
C7H9N2S (wB97M-V/def2-TZVPD)
S 2.57029 0.37990 0.88534
N -0.84751 1.18218 -0.14562
N 1.25711 1.71417 -1.12797
C -0.51528 -0.00283 0.42160
C 2.06714 0.56784 -0.74794
C -1.66087 -0.49509 1.22449
C 2.50106 -0.47916 -1.49619
C 3.36851 -1.36312 -0.76516
C 3.44206 -1.07211 0.52179
C -0.01387 1.97710 -0.82712
H 3.82365 -2.14954 -1.17034
H 2.58597 -0.50271 -2.57228
H -1.86437 1.59922 0.08704
H 4.06529 -1.29200 1.33302
H -1.90645 -1.49684 0.84886
H -0.37523 2.97766 -1.07632
H 1.78147 2.39710 -1.71273
H -2.56922 0.14520 1.34624
H -1.21080 -0.78314 2.25162
```

=====

Here is one molecule with the formula C7H9N3O2S2 in a non-equilibrium geometry from the OMol25 dataset. Energies are from wB97M-V/def2-TZVPD.

Output
- Total charge: 0
- LUMO: -0.4 eV
- Largest force on an atom: 4.1 eV Å⁻¹
- Energy relative to the best compared isomer or geometry (same formula, charge and spin): 346.9 kJ/mol
- DFT total energy: -37637.5272 eV
- HOMO-LUMO gap: 8.65 eV

XYZ file:
```
23
C7H9N3O2S2 (wB97M-V/def2-TZVPD)
S 0.76590 1.16842 -0.89117
S 3.56971 -0.34758 -1.30635
O -1.76510 0.33793 1.92530
O 3.66584 0.39017 -2.54165
N -2.10138 0.86596 -0.25104
N 4.01639 -0.29380 2.62704
N -0.01782 1.17013 0.73549
C 2.50852 -1.88198 -1.57186
C 2.20959 0.41487 -0.25022
C -1.29816 0.67930 0.86025
C 3.22145 -0.07879 1.83499
C 2.17880 0.38976 1.11829
C -3.47767 0.39473 -0.21465
C 0.98662 1.10503 1.73241
H 0.60136 0.69318 2.67781
H -3.77174 -0.24444 -1.05392
H -1.91237 1.55615 -1.09734
H 3.07361 -2.57388 -2.20812
H 1.32686 2.10613 1.81755
H -4.24100 1.24144 -0.09610
H 2.24230 -2.07451 -0.48205
H 1.53722 -1.77845 -2.14572
H -3.60391 -0.38412 0.63655
```

=====

Here is an isolated ion of composition C7H9N4 and charge +1 in a non-equilibrium geometry from the OMol25 dataset. Energies are from wB97M-V/def2-TZVPD.

Output
- Total charge: +1
- LUMO (alpha / beta): -5.3 / -5.3 eV
- Largest force on an atom: 5.3 eV Å⁻¹
- Energy relative to the best compared isomer or geometry (same formula, charge and spin): 304.3 kJ/mol
- DFT total energy: -13355.9248 eV
- Structure (SMILES): CN(C)c1ncccc1[N+]#N
- HOMO-LUMO gap (alpha / beta): 7.73 / 7.73 eV

XYZ file:
```
20
C7H9N4 (wB97M-V/def2-TZVPD)
N -2.61189 2.07452 -1.45626
N -0.36616 -0.73895 -0.27330
N 1.37063 0.51058 0.40107
N -1.69756 1.86992 -0.81587
C 2.01121 1.56042 0.78664
C -1.76466 -1.02652 -0.28382
C -0.60719 1.71672 -0.11767
C 0.58953 -1.87843 -0.33413
C 0.06112 0.44761 0.02137
C 0.07071 2.86239 0.38522
C 1.33666 2.80432 0.90513
H -0.62566 3.81251 0.43280
H -2.00686 -1.20309 -1.42838
H 1.23529 -1.84374 -1.22337
H -0.02197 -2.82833 -0.33256
H 1.23243 -2.16720 0.46306
H -2.27762 -0.13946 0.12325
H -2.16917 -1.88124 0.23988
H 1.83482 3.71892 1.29844
H 2.99739 1.42580 0.99789
```

=====

Here is an isolated ion of composition C7H9N4Se and charge +1 in a non-equilibrium geometry from the OMol25 dataset. Energies are from wB97M-V/def2-TZVPD.

Output
- Total charge: +1
- LUMO: -3.6 eV
- Largest force on an atom: 3.8 eV Å⁻¹
- Energy relative to the best compared isomer or geometry (same formula, charge and spin): 24.4 kJ/mol
- DFT total energy: -78704.2331 eV
- Structure (SMILES): C[Se]c1[nH]c(=[NH2+])cc(N)c1C#N
- HOMO-LUMO gap: 8.77 eV

XYZ file:
```
21
C7H9N4Se (wB97M-V/def2-TZVPD)
Se 0.75054 -2.73499 0.31521
N 1.99854 2.19817 -1.52865
N -2.22114 1.47436 0.91889
N 3.30660 -1.28452 -1.72704
N -0.55787 -0.12759 0.75523
C -0.14352 1.89355 -0.32766
C 1.09384 1.46062 -0.84002
C -0.98760 -3.17325 1.03158
C -1.01653 1.06260 0.41838
C 1.33842 0.01842 -0.63451
C 0.54128 -0.70392 0.20564
C 2.45866 -0.69645 -1.19806
H 1.50481 3.03026 -2.03446
H -1.27753 -4.21689 1.05363
H -0.67568 2.89188 -0.56741
H 2.96172 1.92975 -1.69566
H -0.90941 -2.78338 2.03140
H -1.74951 -2.91669 0.31222
H -2.67510 0.88705 1.56778
H -2.57452 2.42042 0.61297
H -1.16598 -0.62941 1.33058
```

=====

Here is a 2-piece molecular cluster, C7H9N5O overall in a non-equilibrium geometry from the OMol25 dataset. Energies are from wB97M-V/def2-TZVPD.

Output
- Total charge: +2
- LUMO: -7.7 eV
- Largest force on an atom: 3.8 eV Å⁻¹
- Energy relative to the best compared isomer or geometry (same formula, charge and spin): 181.3 kJ/mol
- DFT total energy: -16881.2908 eV
- HOMO-LUMO gap: 8.53 eV

XYZ file:
```
22
C7H9N5O (wB97M-V/def2-TZVPD)
O 1.41322 -0.16327 0.66909
N -0.12252 -1.91509 0.72813
N -1.33514 -2.17144 0.52196
N 3.10258 0.87810 -1.07896
N 4.28361 -0.42213 0.56065
N 0.23770 -0.66620 0.31370
C -1.94500 -1.09390 0.06337
C 3.81327 0.36680 -0.32543
C -1.19106 1.23504 -0.45643
C -2.50859 1.57207 -0.60705
C -3.29462 -0.71344 -0.17797
C -0.90068 -0.08762 -0.15331
C -3.51215 0.61066 -0.51118
H 0.45616 -2.56388 1.10930
H 4.45959 0.02512 1.46959
H 2.91634 1.71676 -1.75902
H 1.28434 0.46235 1.36891
H -0.46783 2.08274 -0.53559
H -2.94586 2.55494 -0.77769
H -4.02265 -1.43253 -0.03698
H 4.85019 -1.20218 0.18419
H -4.57092 0.92713 -0.56926
```

=====

Here is C7H9N6 as an isolated structure in a non-equilibrium geometry from the OMol25 dataset. Energies are from wB97M-V/def2-TZVPD.

Output
- Total charge: +1
- LUMO (alpha / beta): -4.7 / -4.7 eV
- Largest force on an atom: 4.3 eV Å⁻¹
- Energy relative to the best compared isomer or geometry (same formula, charge and spin): 317.9 kJ/mol
- DFT total energy: -16332.8866 eV
- HOMO-LUMO gap (alpha / beta): 7.48 / 7.48 eV

XYZ file:
```
22
C7H9N6 (wB97M-V/def2-TZVPD)
N -1.28129 -1.48984 0.61848
N 0.49185 -0.12363 0.52751
N -2.08347 -0.48279 0.13180
N 3.81463 1.29215 0.30192
N 3.85612 -0.73607 -0.71695
N 0.07090 -1.29775 0.77620
C -3.25318 0.98438 -0.59065
C 2.60575 1.18447 0.77004
C 2.65669 -0.91393 -0.30759
C 4.40635 0.47755 -0.51378
C -3.45860 -0.48786 -0.26951
C -1.91219 0.81748 -0.02981
C 1.86712 0.03448 0.46168
H 2.18275 1.87351 1.59291
H 5.46274 0.75440 -0.77801
H -3.90560 1.74046 -0.01488
H -3.08458 1.17915 -1.75430
H 2.07793 -1.91698 -0.41804
H -3.65224 -1.07014 -1.12179
H -1.04817 1.35172 0.18719
H -4.31390 -0.62094 0.46660
H -1.49964 -2.54983 0.68100
```

=====

Here is C7H9NO as an isolated structure in a non-equilibrium geometry from the OMol25 dataset. Energies are from wB97M-V/def2-TZVPD.

Output
- Total charge: 0
- LUMO: 1.0 eV
- Largest force on an atom: 5.7 eV Å⁻¹
- Energy relative to the best compared isomer or geometry (same formula, charge and spin): 388.5 kJ/mol
- DFT total energy: -10938.7884 eV
- HOMO-LUMO gap: 8.96 eV

XYZ file:
```
18
C7H9NO (wB97M-V/def2-TZVPD)
O -1.33129 2.18085 1.47264
N 2.45087 0.12069 -1.69253
C -2.25148 1.50304 0.80924
C 0.73801 -0.45483 0.22018
C -0.36144 0.35283 0.63811
C 1.21575 0.05366 -1.61484
C -1.77360 0.30797 0.35375
C -0.15740 1.51558 1.33115
C 0.53911 -1.95389 0.07316
H 0.28075 -2.29490 1.01965
H -3.19833 1.87478 0.71418
H 0.22379 -0.00519 -2.23120
H -2.31609 -0.37024 -0.13914
H 2.75477 0.30790 -2.65745
H 0.63726 1.98611 1.71545
H -0.29426 -2.29341 -0.48424
H 1.29152 -2.56522 -0.45915
H 1.55207 -0.26572 0.93103
```

=====

Here is one molecule with the formula C7H9NO in a non-equilibrium geometry from the OMol25 dataset. Energies are from wB97M-V/def2-TZVPD.

Output
- Total charge: 0
- LUMO: 1.0 eV
- Largest force on an atom: 4.0 eV Å⁻¹
- Energy relative to the best compared isomer or geometry (same formula, charge and spin): 412.5 kJ/mol
- DFT total energy: -10938.5387 eV
- Structure (SMILES): C1[C@@H]2[C@H]1[C@H]1N[C@H]1[C@H]1O[C@@H]21
- HOMO-LUMO gap: 10.72 eV

XYZ file:
```
18
C7H9NO (wB97M-V/def2-TZVPD)
O 1.77643 -1.03708 0.61798
N 0.21355 1.94792 0.67061
C 0.65789 -1.27634 -0.20838
C -0.73421 1.31372 -0.28496
C 0.73735 1.27626 -0.53200
C -1.94886 -0.91143 -0.45493
C -0.68628 -1.18190 0.40483
C -1.39727 0.17660 0.29774
C 1.42280 -0.15372 -0.57434
H -2.96964 -1.37899 -0.15626
H 0.79209 -2.23452 -0.74042
H -0.84097 -1.80020 1.27658
H -1.83980 0.44092 1.31960
H -1.31109 2.17510 -0.65383
H 1.32132 1.95676 -1.15577
H 2.28514 -0.30567 -1.32872
H 0.34487 1.32500 1.42699
H -1.79675 -0.97635 -1.51403
```

=====

Here is a 2-piece molecular cluster, C7H9NO2 overall in a non-equilibrium geometry from the OMol25 dataset. Energies are from wB97M-V/def2-TZVPD.

Output
- Total charge: 0
- LUMO: 0.6 eV
- Largest force on an atom: 4.5 eV Å⁻¹
- Energy relative to the best compared isomer or geometry (same formula, charge and spin): 267.1 kJ/mol
- DFT total energy: -12987.7270 eV
- Structure (SMILES): c1ccncc1.CC(=O)O
- HOMO-LUMO gap: 10.10 eV

XYZ file:
```
19
C7H9NO2 (wB97M-V/def2-TZVPD)
O -3.55484 -0.18752 -2.10648
O -1.53443 -0.21621 -1.19018
N 0.61485 0.25178 0.24869
C 2.55523 -0.36469 1.34739
C -2.81129 -0.43751 -1.18070
C 1.37653 1.07945 -0.44062
C 1.23416 -0.54148 1.18432
C 3.42040 0.54442 0.61684
C 2.78268 1.07983 -0.53482
C -3.53032 -0.73577 0.10381
H -3.25269 0.05008 0.80445
H 3.43655 1.66235 -1.12984
H -4.59340 -0.46645 -0.00290
H 0.50529 -1.14223 1.74371
H 2.83551 -0.83818 2.34682
H -3.46891 -1.76601 0.71397
H 4.56257 0.53121 0.92707
H 0.67402 1.46276 -1.29467
H -1.25190 0.03417 -2.15688
```

=====

Here is C7H9NO2S as an isolated structure in a non-equilibrium geometry from the OMol25 dataset. Energies are from wB97M-V/def2-TZVPD.

Output
- Total charge: 0
- LUMO: 0.1 eV
- Largest force on an atom: 5.4 eV Å⁻¹
- Energy relative to the best compared isomer or geometry (same formula, charge and spin): 340.9 kJ/mol
- DFT total energy: -23821.4320 eV
- HOMO-LUMO gap: 9.28 eV

XYZ file:
```
20
C7H9NO2S (wB97M-V/def2-TZVPD)
S 2.04107 -1.02888 0.13359
O -0.97239 -1.79665 3.57863
O -0.51187 1.65302 -0.47408
N -0.56288 -1.42323 -0.11716
C -0.17135 0.01201 2.19411
C 1.50842 -1.89051 -1.36881
C 0.34097 -0.94127 0.61550
C -1.14429 1.91673 0.79607
C -0.02293 -2.01780 -1.28659
C -0.24591 1.48093 1.95485
C -0.61741 -0.88293 2.97898
H -1.21336 3.00494 0.68978
H -0.09246 0.78429 -0.32321
H 1.85634 -1.27968 -2.18662
H -0.64467 -1.73158 -2.25425
H 1.95201 -2.78855 -1.53880
H -2.06488 1.28282 0.80519
H -0.57896 2.01239 2.77532
H 0.70541 1.92083 1.85258
H -0.36863 -3.03283 -1.38879
```

=====

Here is one molecule with the formula C7H9NO3 in a non-equilibrium geometry from the OMol25 dataset. Energies are from wB97M-V/def2-TZVPD.

Output
- Total charge: 0
- LUMO (alpha / beta): -0.9 / -2.0 eV
- Largest force on an atom: 5.4 eV Å⁻¹
- Energy relative to the best compared isomer or geometry (same formula, charge and spin): 657.7 kJ/mol
- DFT total energy: -15030.3345 eV
- HOMO-LUMO gap (alpha / beta): 8.61 / 7.04 eV

XYZ file:
```
20
C7H9NO3 (wB97M-V/def2-TZVPD)
O -3.20004 0.18119 0.73529
O -1.36872 2.29326 0.13234
O -2.83489 -1.54822 -0.49570
N -2.54812 -0.46776 -0.03244
C 0.64400 1.34269 -0.90026
C 1.68044 0.55880 0.00339
C -0.14246 -1.16339 -0.55605
C -1.17099 -0.08640 -0.13942
C 1.12870 -0.79228 0.35174
C -0.72268 1.32642 -0.24530
C 0.38136 -0.68046 1.64590
H 1.09493 2.36797 -1.27875
H -0.39218 -1.38990 1.87746
H 2.04155 1.16649 0.76860
H 2.70460 0.54251 -0.68197
H 0.58385 0.83257 -1.84437
H 0.19743 -1.07885 -1.65866
H 0.51304 0.20092 2.33952
H -0.56922 -2.11668 -0.35627
H 1.97938 -1.48891 0.33494
```

=====

Here is C7H9NO4 as an isolated structure in a non-equilibrium geometry from the OMol25 dataset. Energies are from wB97M-V/def2-TZVPD.

Output
- Total charge: 0
- LUMO: 0.5 eV
- Largest force on an atom: 5.5 eV Å⁻¹
- Energy relative to the best compared isomer or geometry (same formula, charge and spin): 155.4 kJ/mol
- DFT total energy: -17082.9586 eV
- HOMO-LUMO gap: 10.18 eV

XYZ file:
```
21
C7H9NO4 (wB97M-V/def2-TZVPD)
O -1.96780 1.64380 0.08423
O 0.28586 -2.08445 -0.39474
O -1.74828 -2.73689 -1.24756
O 1.13308 0.68941 -3.32197
N -0.67158 0.26342 -1.95771
C 1.56186 -0.07026 -1.08291
C 0.88194 -0.64765 1.39775
C -0.97170 -1.94491 -0.87588
C -1.05215 -0.37299 -0.81788
C -2.18178 0.28676 -0.08255
C 0.69031 0.36987 -2.24059
C 0.68382 -0.74959 -0.03241
H 2.12682 -0.84105 -1.55478
H 0.03699 -0.57461 2.02791
H -1.39494 0.40554 -2.66290
H 2.21787 0.63140 -0.83119
H 1.15276 -1.63037 1.67592
H -3.20695 0.21214 -0.55339
H 1.46333 0.24374 1.69350
H -1.33104 1.76484 -0.58529
H -2.03802 -0.09466 0.93890
```